(1)
A molecular structure, C32H56ClF10I2N6O12PS2, computed with ωB97M-V with the def2-TZVPD basis set.

Properties
* multiplicity: 1
* largest force on an atom: 11.85 eV Å⁻¹
* calculated total energy: -154443.0595 eV
* HOMO-LUMO gap: 6.93 eV

Last column: Löwdin charge in e.
Atoms and positions in Å:
C (-3.5057, 2.5350, 3.6390)  -0.254
C (-2.0092, 2.3732, 2.9284)  -0.325
C (-1.5568, 0.8544, 2.5443)  -0.592
I (-3.5481, -0.0287, 1.9959)  0.960
C (-0.8185, -0.0367, 3.7739)  -0.536
P (-0.1511, 1.1792, 5.1300)  0.996
C (-1.6066, 1.8564, 6.2486)  -0.245
O (0.7853, 0.4693, 6.3937)  -0.377
O (-2.0684, -0.4200, 4.3511)  -0.508
S (-2.1689, -1.5970, 5.4824)  0.774
O (-1.4833, -1.4553, 6.8374)  -0.286
O (-3.7070, -1.8032, 5.7930)  -0.318
C (-1.5266, -3.0400, 4.3980)  -0.316
S (-1.9769, -4.5246, 5.3374)  0.891
O (-3.2652, -5.1608, 4.6746)  -0.324
O (-2.4204, -4.3190, 6.8415)  -0.307
F (-0.8575, -5.8264, 5.4317)  -0.231
C (0.0499, -2.7332, 3.9300)  -0.346
C (0.3805, -4.0274, 3.0035)  -0.271
C (-0.7742, -4.9099, 2.2668)  -0.246
C (-0.0832, -5.5912, 0.9041)  -0.256
N (-1.1876, -6.2000, 0.0270)  -0.042
C (0.9560, -2.9389, 5.2765)  -0.099
C (2.5121, -3.3463, 5.2236)  -0.545
O (3.3690, -2.5957, 5.9805)  -0.093
Cl (3.4010, -4.7831, 4.4687)  0.640
C (0.2185, -1.2221, 3.2098)  -0.381
I (-0.4015, -1.7450, 1.0922)  1.194
C (1.6970, -0.6486, 3.0048)  -0.190
F (1.4593, 0.8037, 2.5624)  -0.052
F (2.5079, -0.3855, 4.2548)  0.009
C (2.7979, -0.9394, 1.8970)  -0.083
F (2.4819, -0.5059, 0.4774)  -0.036
F (3.7725, 0.2251, 2.1796)  -0.008
C (3.9306, -2.1026, 1.9986)  -0.076
F (3.5444, -3.4564, 1.5481)  0.007
F (4.6498, -2.0943, 3.3338)  0.012
C (5.2782, -1.8505, 1.0230)  -0.141
F (6.3102, -0.9860, 1.6477)  0.047
F (4.9848, -1.5919, -0.3881)  0.061
F (5.9618, -3.2066, 1.0145)  0.006
H (-4.3704, 2.7477, 2.8810)  0.061
H (-3.7356, 1.7269, 4.4524)  0.052
H (-3.4019, 3.5539, 4.2595)  0.082
H (-1.1936, 3.0806, 3.3718)  0.100
H (-2.2298, 2.8860, 1.8630)  0.125
H (-0.8688, 1.0376, 1.6223)  0.064
H (-1.2346, 2.0645, 7.3653)  0.082
H (-1.8926, 2.9455, 5.8508)  0.055
H (-2.5057, 1.1326, 6.3467)  0.040
H (1.4974, 1.0730, 6.7574)  0.087
H (-2.2734, -2.9709, 3.4643)  0.142
H (0.7652, -4.8769, 3.7598)  0.105
H (1.2503, -3.9355, 2.2428)  0.080
H (-1.7203, -4.3528, 1.8922)  0.073
H (-1.1649, -5.8465, 2.8925)  0.124
H (0.6249, -6.4509, 1.2706)  0.124
H (0.5321, -4.7773, 0.2906)  0.094
H (-2.1258, -5.8390, 0.3090)  0.059
H (-1.0252, -5.9423, -0.9892)  0.036
H (0.8714, -1.9499, 5.8847)  0.115
H (0.5365, -3.7517, 6.0484)  0.155
C (1.2064, -4.4280, -4.6572)  -0.010
C (0.3173, -4.8872, -3.5355)  -0.533
O (0.6730, -4.8498, -2.3604)  0.013
N (-0.9231, -5.3581, -3.8542)  0.015
C (-1.5187, -5.4800, -5.1633)  -0.075
H (2.1599, -4.0806, -4.2505)  0.086
H (1.4042, -5.2580, -5.3409)  0.087
H (0.7357, -3.5982, -5.1913)  0.087
H (-1.4644, -5.6486, -3.0482)  0.130
H (-2.4339, -4.8834, -5.1761)  0.055
H (-1.7704, -6.5307, -5.3246)  0.085
H (-0.8527, -5.1402, -5.9574)  0.080
C (1.1612, 1.6643, -1.3596)  -0.017
C (0.2968, 2.8928, -1.4180)  -0.543
O (-0.8624, 2.8981, -1.0120)  0.008
N (0.8369, 4.0305, -1.9434)  0.012
C (2.1677, 4.2230, -2.4682)  -0.075
H (0.5962, 0.8392, -0.9177)  0.051
H (1.4654, 1.3732, -2.3687)  0.090
H (2.0393, 1.8545, -0.7367)  0.083
H (0.1967, 4.8161, -1.9499)  0.130
H (2.6482, 5.0162, -1.8906)  0.072
H (2.0787, 4.5385, -3.5103)  0.085
H (2.7723, 3.3169, -2.4135)  0.077
C (-6.2242, -2.8735, -6.1933)  -0.012
C (-5.2650, -3.8930, -5.6452)  -0.544
O (-4.4818, -3.6329, -4.7355)  0.015
N (-5.2806, -5.1438, -6.1903)  0.000
C (-6.1190, -5.6392, -7.2558)  -0.080
H (-6.0960, -1.9267, -5.6619)  0.088
H (-6.0232, -2.7040, -7.2546)  0.087
H (-7.2534, -3.2137, -6.0498)  0.087
H (-4.6083, -5.7757, -5.7710)  0.132
H (-6.6916, -6.4862, -6.8705)  0.085
H (-5.4708, -5.9804, -8.0663)  0.084
H (-6.8043, -4.8797, -7.6341)  0.077
C (4.8215, 8.4747, -0.8719)  -0.011
C (5.0543, 7.2750, -1.7473)  -0.545
O (4.2571, 6.9346, -2.6176)  0.009
N (6.1957, 6.5530, -1.5528)  -0.002
C (7.2450, 6.7905, -0.5905)  -0.083
H (3.8740, 8.9479, -1.1429)  0.086
H (4.7670, 8.1675, 0.1760)  0.087
H (5.6247, 9.2027, -1.0145)  0.086
H (6.2841, 5.7605, -2.1783)  0.143
H (8.1802, 6.9328, -1.1371)  0.083
H (7.3291, 5.9054, 0.0445)  0.084
H (7.0506, 7.6657, 0.0305)  0.076
C (0.1151, 8.1205, -4.1519)  -0.011
C (-0.7740, 7.6613, -3.0301)  -0.555
O (-0.4183, 7.6987, -1.8550)  0.015
N (-2.0144, 7.1904, -3.3488)  -0.001
C (-2.6100, 7.0685, -4.6580)  -0.084
H (1.0686, 8.4678, -3.7452)  0.085
H (0.3129, 7.2904, -4.8355)  0.085
H (-0.3556, 8.9503, -4.6860)  0.085
H (-2.5558, 6.8998, -2.5428)  0.144
H (-3.5252, 7.6651, -4.6708)  0.083
H (-2.8617, 6.0177, -4.8192)  0.084
H (-1.9440, 7.4083, -5.4520)  0.075



(2)
2 unconnected molecules or ions with the total composition C4H11N3O2, computed with ωB97M-V with the def2-TZVPD basis set.

Properties
* multiplicity: 1
* largest force on an atom: 6.02 eV Å⁻¹
* calculated total energy: -12890.6089 eV
* HOMO-LUMO gap: 8.57 eV

Last column: natural (NBO) charge in e.
Atoms and positions in Å:
C (1.5455, 2.0175, -0.6709)  -0.405
C (1.7844, -0.3737, 0.2196)  0.658
N (1.0608, -1.4825, 0.3706)  -0.788
N (1.0703, 0.7029, -0.1158)  -0.582
N (3.3341, -0.3469, 0.1199)  -0.829
H (-0.0032, -1.4790, 0.2718)  0.479
H (1.4441, -2.2545, 0.9075)  0.396
H (-0.1016, 0.5851, -0.2031)  0.490
H (3.7047, -0.1385, 0.9805)  0.375
H (3.6132, -1.3778, -0.1272)  0.386
H (2.5532, 2.1360, -0.4104)  0.207
H (1.0135, 2.8100, -0.2827)  0.221
H (1.6933, 1.9492, -1.7356)  0.211
C (-3.9385, -0.4194, 0.1474)  -0.723
C (-2.4047, -0.3760, 0.1173)  0.801
O (-1.6353, -1.2673, 0.5972)  -0.808
O (-1.8706, 0.6670, -0.2661)  -0.757
H (-4.2067, -0.1177, -0.8014)  0.221
H (-4.5062, 0.2243, 0.7056)  0.230
H (-4.1502, -1.4588, 0.1757)  0.217



(3)
A single C4H8O2 molecule, computed with ωB97M-V with the def2-TZVPD basis set.

Properties
* multiplicity: 1
* largest force on an atom: 2.86 eV Å⁻¹
* calculated total energy: -8370.7821 eV
* SMILES: C[C@H]1[C@@H](O)[C@H]1O
* HOMO-LUMO gap: 10.17 eV

Last column: natural (NBO) charge in e.
Atoms and positions in Å:
C (-1.6529, -0.0453, 0.6246)  -0.633
C (-0.2531, -0.4489, 1.0103)  -0.275
C (0.5921, -0.9384, -0.1714)  0.064
O (-0.0165, -0.8132, -1.4481)  -0.702
C (0.8674, 0.4306, 0.4556)  0.053
O (0.6727, 1.5362, -0.3199)  -0.730
H (-2.1531, 0.6982, 1.1734)  0.204
H (-1.5540, 0.2925, -0.4689)  0.237
H (-2.3586, -0.8767, 0.6025)  0.217
H (-0.1065, -0.8320, 2.0365)  0.222
H (1.2641, -1.7880, -0.0595)  0.188
H (0.3768, 0.0419, -1.7115)  0.484
H (1.8016, 0.3817, 0.9853)  0.171
H (0.1584, 2.3105, 0.0715)  0.499



- The lowest HOMO-LUMO gap belongs to which entry?
  C32H56ClF10I2N6O12PS2



- Which of these has the highest HOMO-LUMO gap?
  C4H8O2



- Which value of multiplicity does entry 1 give?
  1